No. 1
{
  "formula": "C18H17ClN4O4S2",
  "method": "ωB97M-V with the def2-TZVPD basis set",
  "spin_multiplicity": 1,
  "de_lowest_kcal_mol": 70.8,
  "orbital_gap_ev": 8.03,
  "energy_ha": -2472.64873,
  "max_force_ev_per_a": 1.5,
  "smiles": "CCN(c1ccc(OC)cc1)S(=O)(=O)c1nnc(NC(=O)c2ccccc2Cl)s1",
  "total_charge": 0,
  "lumo_ev": -0.25,
  "homo_energy_ev": -8.29,
  "elements": ["C", "C", "N", "C", "C", "C", "C", "O", "C", "C", "C", "S", "O", "O", "C", "N", "N", "C", "N", "C", "O", "C", "C", "C", "C", "C", "C", "Cl", "S", "H", "H", "H", "H", "H", "H", "H", "H", "H", "H", "H", "H", "H", "H", "H", "H", "H"],
  "xyz": [[-4.32482, 3.23963, 1.59354], [-3.36160, 2.06200, 1.67475], [-3.19759, 1.46836, 0.35561], [-3.28581, 0.06630, 0.19455], [-3.90082, -0.42889, -0.94547], [-3.99384, -1.79272, -1.16293], [-3.47540, -2.68418, -0.22954], [-3.51948, -4.04129, -0.33504], [-4.13893, -4.60745, -1.46512], [-2.85157, -2.18210, 0.91422], [-2.74850, -0.82336, 1.12149], [-2.05137, 2.16882, -0.60341], [-2.14921, 1.65463, -1.93266], [-2.06715, 3.58634, -0.41792], [-0.48647, 1.57228, 0.04671], [-0.29382, 1.23473, 1.27432], [0.94393, 0.83526, 1.53135], [1.70627, 0.87255, 0.48287], [3.02336, 0.52510, 0.50618], [3.79426, 0.59075, -0.62525], [3.32089, 0.96534, -1.67818], [5.23483, 0.25456, -0.47531], [6.10065, 0.93351, -1.33604], [7.46375, 0.72095, -1.30193], [7.99128, -0.19633, -0.40750], [7.15132, -0.90033, 0.43642], [5.78246, -0.67820, 0.40681], [4.80272, -1.64939, 1.46231], [0.90830, 1.42246, -0.97551], [-4.46507, 3.67007, 2.58200], [-3.91954, 3.99567, 0.92818], [-5.28719, 2.91065, 1.20941], [-3.76202, 1.29565, 2.34121], [-2.39132, 2.39128, 2.05742], [-4.29169, 0.26530, -1.67080], [-4.47441, -2.14407, -2.06183], [-3.63125, -4.31694, -2.39035], [-5.19562, -4.32791, -1.52637], [-4.05947, -5.68570, -1.33446], [-2.44322, -2.88315, 1.62485], [-2.23907, -0.44884, 1.99594], [3.39839, 0.19558, 1.38777], [5.66510, 1.63472, -2.03150], [8.11174, 1.26407, -1.97167], [9.05479, -0.37512, -0.37109], [7.55221, -1.63058, 1.12197]],
  "forces_ev_per_a": [[0.10, -0.14, 0.12], [-0.24, 0.78, 0.53], [0.88, 0.48, -0.81], [-0.28, -0.86, -0.30], [0.03, -0.04, 0.27], [-0.03, -0.30, -0.08], [0.07, 0.13, 0.10], [0.13, 0.22, 0.23], [-0.09, -0.09, -0.16], [-0.09, -0.17, -0.10], [-0.08, 0.03, -0.07], [0.11, 0.13, 0.06], [0.09, -0.23, 0.08], [-0.05, -0.06, 0.32], [0.16, -0.02, -0.59], [-1.45, 0.41, 0.01], [1.33, -0.47, 0.48], [-0.89, 0.51, -0.97], [0.32, -0.02, 0.08], [-0.04, -0.09, 0.36], [0.20, 0.00, -0.15], [0.34, -0.11, -0.08], [-0.10, -0.04, 0.09], [-0.01, 0.01, 0.01], [-0.11, -0.01, 0.00], [-0.01, -0.03, 0.07], [0.13, 0.14, -0.19], [0.08, -0.20, 0.13], [-0.21, -0.13, 0.67], [-0.05, 0.08, 0.10], [-0.07, 0.08, 0.03], [-0.12, -0.01, -0.02], [0.15, 0.00, -0.12], [-0.17, -0.13, 0.15], [-0.08, 0.05, -0.06], [-0.04, -0.06, -0.07], [-0.03, 0.00, 0.03], [0.04, 0.00, -0.01], [-0.03, 0.08, -0.06], [0.05, -0.08, 0.09], [0.05, 0.03, 0.07], [-0.10, 0.10, -0.18], [-0.03, 0.04, -0.05], [0.05, 0.06, -0.06], [0.09, -0.02, 0.01], [0.00, -0.07, 0.06]]
}



No. 2
{
  "formula": "C18H17CsN3",
  "method": "ωB97M-V with the def2-TZVPD basis set",
  "spin_multiplicity": 1,
  "orbital_gap_ev": 8.77,
  "energy_ha": -880.31398,
  "max_force_ev_per_a": 0.9,
  "total_charge": 1,
  "lumo_ev": -3.45,
  "homo_energy_ev": -12.22,
  "elements": ["Cs", "C", "C", "C", "C", "C", "C", "C", "H", "H", "H", "H", "H", "H", "H", "H", "C", "C", "C", "C", "C", "C", "N", "N", "C", "C", "C", "C", "C", "N", "H", "H", "H", "H", "H", "H", "H", "H", "H"],
  "xyz": [[0.99617, -0.47914, -0.69792], [4.36922, 2.43324, -0.97402], [3.43140, 2.05813, 0.14252], [2.25144, 2.77211, 0.35459], [1.37987, 2.42738, 1.37956], [1.67489, 1.35811, 2.21809], [2.85006, 0.64306, 2.02298], [3.71684, 0.99063, 0.99237], [4.38819, 3.51191, -1.12323], [4.06068, 1.98080, -1.91984], [5.38423, 2.09960, -0.76522], [2.02339, 3.61893, -0.28277], [0.47323, 2.99973, 1.53168], [1.00010, 1.09100, 3.02114], [3.09674, -0.18507, 2.67569], [4.63654, 0.43342, 0.85483], [-3.67349, 2.11848, 1.90543], [-2.95975, 2.49385, 0.77750], [-2.42827, 1.52011, -0.05477], [-2.58928, 0.18066, 0.26969], [-3.31771, -0.20617, 1.39403], [-3.85916, 0.77191, 2.20679], [-1.99238, -0.76199, -0.62257], [-1.81730, -1.89449, -0.15101], [-1.19333, -2.78956, -1.07826], [-1.86053, -3.18110, -2.23061], [-1.26048, -4.14384, -3.02487], [-0.03118, -4.65862, -2.64141], [0.56419, -4.17101, -1.49009], [-0.00242, -3.24671, -0.70957], [-4.10423, 2.87562, 2.54689], [-2.83676, 3.54085, 0.53541], [-1.90063, 1.78605, -0.96345], [-3.45304, -1.25567, 1.61275], [-4.43583, 0.49131, 3.07778], [-2.82561, -2.75803, -2.47076], [-1.74773, -4.49478, -3.92457], [0.46108, -5.42648, -3.22104], [1.53089, -4.54424, -1.17373]],
  "forces_ev_per_a": [[0.69, 0.61, 0.02], [-0.01, 0.00, 0.02], [0.02, 0.01, -0.01], [-0.02, -0.02, -0.04], [-0.05, -0.03, -0.01], [-0.02, -0.04, -0.01], [-0.01, -0.03, -0.02], [-0.01, -0.03, 0.00], [0.00, 0.00, 0.00], [0.01, 0.01, 0.00], [0.00, 0.00, 0.00], [0.00, 0.01, 0.01], [0.01, 0.01, 0.01], [0.01, 0.03, 0.02], [0.01, 0.03, 0.03], [0.01, 0.02, 0.02], [0.00, -0.01, 0.00], [0.00, 0.03, 0.00], [0.03, -0.01, -0.07], [-0.22, -0.22, 0.04], [0.08, 0.08, 0.02], [-0.01, 0.01, 0.01], [-0.11, 0.10, 0.04], [0.03, 0.11, 0.09], [-0.27, -0.39, -0.25], [0.00, 0.02, 0.04], [0.02, 0.00, 0.02], [0.03, -0.02, -0.03], [-0.05, 0.00, -0.05], [-0.18, -0.29, 0.08], [0.00, 0.00, 0.00], [0.00, 0.00, -0.01], [-0.01, 0.01, 0.00], [0.00, -0.01, -0.01], [0.00, -0.01, 0.00], [0.00, 0.00, 0.01], [-0.01, 0.01, 0.00], [0.00, 0.01, 0.00], [0.01, 0.04, 0.04]]
}



No. 3
{
  "formula": "C18H17F4N2O",
  "method": "ωB97M-V with the def2-TZVPD basis set",
  "spin_multiplicity": 1,
  "orbital_gap_ev": 8.35,
  "energy_ha": -1279.98025,
  "max_force_ev_per_a": 3.2,
  "smiles": "C[N+](C)(NC=O)[C@H](/C=C/c1cc(F)cc(F)c1)c1cc(F)cc(F)c1",
  "total_charge": 1,
  "lumo_ev": -3.88,
  "homo_energy_ev": -12.24,
  "elements": ["C", "N", "C", "N", "C", "O", "C", "C", "C", "C", "C", "C", "F", "C", "C", "F", "C", "C", "C", "C", "F", "C", "C", "F", "C", "H", "H", "H", "H", "H", "H", "H", "H", "H", "H", "H", "H", "H", "H", "H", "H", "H"],
  "xyz": [[0.38617, -1.95513, -2.74096], [0.54982, -0.68804, -1.89199], [0.35204, 0.56503, -2.76434], [1.93188, -0.59939, -1.43934], [2.97580, -0.64162, -2.30623], [2.99056, -0.50303, -3.52739], [-0.41006, -0.67681, -0.55381], [-0.26515, 0.46659, 0.38418], [-0.86923, 1.67798, 0.23098], [-0.87425, 2.81581, 1.16175], [-0.47842, 2.64941, 2.50895], [-0.43035, 3.75387, 3.36214], [-0.01413, 3.58969, 4.66341], [-0.71240, 5.04739, 2.94256], [-1.16833, 5.19319, 1.63753], [-1.49108, 6.44725, 1.17023], [-1.26732, 4.12222, 0.75545], [-0.34468, -2.03474, 0.16674], [-1.31916, -3.00007, -0.13367], [-1.25585, -4.24354, 0.47832], [-2.17264, -5.18877, 0.08798], [-0.29742, -4.56235, 1.44108], [0.57977, -3.54288, 1.79505], [1.52818, -3.82593, 2.75390], [0.51691, -2.25910, 1.24873], [-0.11652, -1.72331, -3.68875], [1.39712, -2.33071, -2.96169], [-0.18018, -2.73066, -2.19686], [-0.17275, 0.31217, -3.70304], [-0.22002, 1.35595, -2.22683], [1.36257, 0.94952, -3.00320], [2.10344, -1.13228, -0.60373], [3.92759, -0.82337, -1.76673], [-1.43615, -0.58252, -1.12216], [0.12836, 0.18562, 1.34646], [-1.51462, 1.82283, -0.64510], [-0.20746, 1.67316, 2.90092], [-0.59964, 5.91906, 3.58887], [-1.56870, 4.27381, -0.27566], [-2.17521, -2.74527, -0.76540], [-0.28916, -5.53837, 1.92141], [1.12064, -1.49268, 1.77019]],
  "forces_ev_per_a": [[-0.03, -0.44, -0.01], [0.97, 0.46, -0.06], [-0.14, 0.75, 0.01], [-1.24, -0.18, 0.45], [1.93, 0.01, -2.53], [-0.77, -0.18, 2.13], [-2.51, -0.51, -1.57], [-0.57, 1.21, -0.10], [-0.19, -0.91, -0.28], [0.08, 0.98, 1.31], [-0.02, 0.28, 0.01], [0.53, -0.19, 0.48], [-0.48, -0.01, -1.45], [-0.32, 0.16, -0.22], [-0.05, 0.48, -0.55], [0.37, -1.43, 0.63], [0.38, -0.96, -0.16], [-0.70, 0.61, 0.41], [0.10, 0.13, -0.10], [-0.53, -0.64, -0.25], [1.05, 1.06, 0.68], [-0.25, 0.19, -0.30], [0.34, -0.49, 0.73], [-1.23, 0.60, -1.12], [0.86, -0.23, 0.28], [0.16, 0.03, 0.49], [-0.62, 0.16, 0.02], [0.35, 0.60, -0.19], [0.30, -0.02, 0.69], [0.54, -0.88, -0.20], [-0.92, -0.22, 0.03], [-0.21, -0.11, 0.47], [-0.35, 0.13, 0.12], [1.88, -0.34, 1.05], [0.58, 0.38, 0.00], [0.45, 0.06, 0.07], [-0.04, 0.21, 0.01], [-0.08, -0.38, -0.10], [-0.08, 0.21, 0.15], [0.48, -0.31, -0.08], [0.13, 0.22, -0.14], [-0.15, -0.47, -0.80]]
}



No. 4
{
  "formula": "C18H17N3O5S2",
  "method": "ωB97M-V with the def2-TZVPD basis set",
  "spin_multiplicity": 1,
  "de_lowest_kcal_mol": 19.4,
  "orbital_gap_ev": 7.75,
  "energy_ha": -2032.99518,
  "max_force_ev_per_a": 1.3,
  "total_charge": 0,
  "lumo_ev": -1.04,
  "homo_energy_ev": -8.79,
  "elements": ["C", "C", "H", "H", "O", "C", "O", "C", "C", "C", "C", "C", "C", "H", "H", "H", "N", "C", "O", "C", "C", "H", "H", "S", "O", "O", "C", "C", "C", "C", "C", "N", "S", "N", "C", "H", "H", "H", "H", "H", "H", "H", "H", "H", "H"],
  "xyz": [[-4.36456, -0.85700, -2.11107], [-4.14860, -1.54514, -0.77031], [-3.95141, -2.61108, -0.90128], [-5.02522, -1.40239, -0.12979], [-2.99676, -1.03548, -0.10035], [-3.15463, 0.09088, 0.60433], [-4.20346, 0.68029, 0.70082], [-1.88823, 0.53777, 1.23839], [-0.76101, -0.27644, 1.24331], [0.42404, 0.19962, 1.78937], [0.46158, 1.47635, 2.35231], [-0.67104, 2.26875, 2.36546], [-1.84859, 1.80773, 1.80520], [-2.73940, 2.41542, 1.78775], [-0.63038, 3.25393, 2.80553], [1.39195, 1.84464, 2.76008], [1.61892, -0.52696, 1.77425], [1.85919, -1.73407, 1.20199], [1.02004, -2.47003, 0.72967], [3.34500, -2.08656, 1.17496], [3.93129, -1.67754, -0.16630], [5.00998, -1.81503, -0.19753], [3.47847, -2.20929, -0.99686], [3.69395, 0.12082, -0.44382], [3.88203, 0.76049, 0.83556], [4.55830, 0.51592, -1.51954], [1.99260, 0.38564, -0.99530], [1.26343, -0.54814, -1.67631], [-0.05277, -0.28565, -2.10997], [-0.65700, 0.92115, -1.89125], [0.07414, 1.91238, -1.21901], [-0.30811, 3.15436, -0.91990], [0.89131, 3.89160, -0.15469], [1.95753, 2.69729, -0.15425], [1.41733, 1.64396, -0.76321], [-1.66257, 1.13149, -2.21643], [-0.58552, -1.07148, -2.62155], [1.68062, -1.51908, -1.88704], [3.44511, -3.16632, 1.30342], [3.87974, -1.57501, 1.97481], [2.43987, 0.03233, 1.99672], [-0.80456, -1.26149, 0.81181], [-5.21766, -1.30194, -2.61520], [-3.48352, -0.96767, -2.73887], [-4.56143, 0.20100, -1.95589]],
  "forces_ev_per_a": [[0.16, -0.05, 0.40], [-0.53, -0.04, -0.21], [-0.03, 0.12, 0.06], [0.16, -0.11, -0.08], [0.30, -0.09, 0.00], [-0.22, 0.15, 0.08], [0.04, -0.04, -0.06], [0.27, 0.24, 0.25], [-0.08, -0.11, -0.02], [-0.46, 0.05, 0.05], [-0.07, -0.13, -0.02], [0.04, -0.09, 0.04], [-0.19, -0.20, -0.12], [-0.08, 0.06, 0.00], [0.01, 0.08, 0.03], [0.10, 0.06, 0.06], [0.15, 0.18, 0.37], [0.40, -0.20, 0.52], [-0.18, -0.21, -0.20], [-0.20, -0.06, 0.01], [-0.46, 0.74, -0.05], [0.06, 0.17, -0.10], [0.01, -0.08, -0.11], [0.51, -0.21, -0.44], [-0.03, -0.05, 0.13], [-0.06, -0.13, -0.21], [0.70, -0.84, -0.03], [0.58, 0.10, 0.28], [-0.54, 0.47, -0.11], [-0.07, -0.51, -0.31], [0.89, 0.42, 0.49], [-0.61, 0.45, -0.12], [-0.07, -1.11, -0.57], [0.67, 0.34, 0.27], [-0.72, 1.07, 0.09], [-0.15, -0.03, -0.05], [-0.08, -0.07, -0.04], [0.03, -0.12, 0.02], [-0.05, 0.11, -0.01], [0.02, -0.07, -0.01], [-0.19, -0.28, -0.04], [0.03, 0.01, -0.01], [-0.08, -0.04, -0.09], [0.06, -0.03, -0.11], [-0.04, 0.07, -0.03]]
}